{
  "formula": "C46H130N8O22",
  "method": "ωB97M-V/def2-TZVPD",
  "species": ["C", "C", "C", "O", "C", "N", "H", "H", "H", "H", "H", "H", "H", "H", "H", "H", "H", "C", "C", "C", "O", "C", "N", "H", "H", "H", "H", "H", "H", "H", "H", "H", "H", "H", "C", "C", "C", "O", "C", "N", "H", "H", "H", "H", "H", "H", "H", "H", "H", "H", "H", "C", "C", "C", "O", "C", "N", "H", "H", "H", "H", "H", "H", "H", "H", "H", "H", "H", "C", "C", "C", "O", "C", "N", "H", "H", "H", "H", "H", "H", "H", "H", "H", "H", "H", "C", "C", "C", "O", "C", "N", "H", "H", "H", "H", "H", "H", "H", "H", "H", "H", "H", "C", "C", "C", "O", "C", "N", "H", "H", "H", "H", "H", "H", "H", "H", "H", "H", "H", "C", "C", "C", "O", "C", "N", "H", "H", "H", "H", "H", "H", "H", "H", "H", "H", "H", "C", "C", "O", "O", "H", "H", "H", "H", "H", "H", "C", "C", "O", "O", "H", "H", "H", "H", "H", "H", "C", "C", "O", "O", "H", "H", "H", "H", "H", "H", "C", "C", "O", "O", "H", "H", "H", "H", "H", "H", "C", "C", "O", "O", "H", "H", "H", "H", "H", "H", "C", "C", "O", "O", "H", "H", "H", "H", "H", "H", "C", "C", "O", "O", "H", "H", "H", "H", "H", "H"],
  "positions_angstrom": [[9.837, 19.557, 22.820], [9.067, 18.398, 23.294], [9.239, 18.153, 24.829], [10.661, 17.997, 25.058], [10.829, 17.743, 26.416], [7.621, 18.617, 23.080], [9.536, 20.491, 23.187], [9.733, 19.599, 21.761], [10.897, 19.344, 22.960], [9.436, 17.518, 22.759], [8.623, 17.312, 25.167], [8.913, 18.996, 25.378], [10.398, 16.727, 26.650], [10.303, 18.491, 27.064], [11.860, 17.778, 26.696], [7.103, 17.786, 23.371], [7.517, 18.604, 22.077], [14.573, 13.869, 27.254], [15.756, 14.813, 27.590], [15.557, 16.252, 27.000], [15.277, 16.109, 25.649], [14.803, 17.260, 25.017], [16.017, 14.928, 29.053], [14.568, 13.739, 26.202], [13.676, 14.223, 27.694], [14.808, 12.942, 27.765], [16.683, 14.450, 27.119], [16.499, 16.817, 27.147], [14.698, 16.760, 27.565], [13.960, 17.657, 25.621], [14.424, 16.986, 24.051], [15.558, 17.973, 24.930], [15.424, 15.463, 29.640], [16.248, 14.028, 29.472], [14.596, 11.141, 15.395], [14.827, 9.796, 16.116], [13.780, 8.773, 15.689], [12.462, 9.199, 16.027], [11.442, 8.417, 15.465], [16.152, 9.219, 15.822], [15.290, 11.904, 15.844], [13.635, 11.518, 15.708], [14.746, 11.131, 14.305], [14.808, 10.074, 17.170], [14.015, 7.830, 16.176], [13.860, 8.739, 14.630], [11.495, 7.413, 15.878], [11.601, 8.373, 14.382], [10.390, 8.789, 15.580], [16.851, 9.952, 15.942], [16.363, 8.497, 16.492], [16.184, 12.568, 23.556], [15.017, 13.134, 22.847], [13.650, 12.620, 23.412], [13.481, 11.259, 23.102], [12.355, 10.592, 23.680], [15.048, 14.560, 22.811], [16.070, 11.434, 23.672], [16.282, 12.946, 24.563], [17.210, 12.660, 23.165], [14.945, 12.838, 21.770], [12.798, 13.240, 23.101], [13.599, 12.780, 24.498], [12.496, 9.512, 23.586], [11.492, 10.911, 23.108], [12.397, 10.756, 24.773], [14.889, 14.903, 23.769], [14.172, 14.844, 22.384], [15.833, 16.524, 18.479], [16.030, 17.149, 17.122], [15.412, 18.567, 16.909], [15.953, 19.412, 17.867], [15.456, 20.712, 17.673], [17.452, 17.080, 16.733], [16.561, 16.994, 19.144], [16.021, 15.440, 18.497], [14.807, 16.752, 18.909], [15.542, 16.547, 16.388], [14.349, 18.486, 16.889], [15.729, 18.998, 15.996], [14.393, 20.820, 18.001], [15.616, 21.059, 16.618], [16.063, 21.408, 18.274], [18.029, 17.895, 17.020], [17.384, 17.021, 15.752], [13.501, 19.496, 20.796], [14.792, 20.021, 21.386], [14.545, 21.426, 21.893], [13.988, 22.172, 20.861], [13.754, 23.538, 21.045], [15.246, 19.189, 22.485], [12.825, 19.403, 21.570], [13.622, 18.466, 20.458], [13.048, 20.200, 20.130], [15.601, 20.001, 20.700], [15.440, 21.871, 22.220], [13.854, 21.439, 22.793], [13.440, 23.980, 20.095], [14.555, 24.128, 21.467], [12.886, 23.609, 21.774], [15.978, 19.692, 23.053], [15.677, 18.288, 22.209], [11.039, 13.497, 10.715], [12.203, 13.873, 11.637], [12.437, 15.408, 11.724], [12.568, 15.956, 10.388], [12.516, 17.348, 10.338], [12.056, 13.282, 12.992], [10.999, 12.416, 10.640], [11.149, 13.990, 9.720], [10.052, 13.676, 11.208], [13.105, 13.526, 11.119], [13.404, 15.542, 12.126], [11.631, 15.882, 12.221], [12.632, 17.733, 9.319], [13.349, 17.718, 11.017], [11.611, 17.756, 10.691], [11.870, 12.327, 12.806], [12.977, 13.422, 13.485], [13.217, 13.292, 17.961], [13.218, 13.508, 19.443], [12.193, 14.492, 19.874], [12.405, 14.963, 21.244], [11.436, 15.922, 21.572], [12.910, 12.221, 20.054], [13.591, 14.250, 17.540], [12.196, 13.111, 17.481], [13.911, 12.365, 17.764], [14.166, 13.901, 19.798], [11.202, 13.959, 19.770], [12.342, 15.355, 19.195], [10.446, 15.435, 21.625], [11.497, 16.763, 20.889], [11.588, 16.315, 22.585], [13.578, 11.523, 19.835], [12.837, 12.362, 21.055], [9.405, 9.953, 18.132], [10.710, 10.328, 18.764], [10.426, 11.462, 19.590], [9.062, 10.651, 16.947], [8.639, 10.073, 18.882], [9.570, 8.908, 17.870], [11.475, 10.592, 18.008], [10.997, 9.506, 19.441], [11.313, 11.773, 19.903], [8.509, 11.535, 17.083], [18.636, 16.785, 23.183], [18.226, 16.489, 21.753], [16.790, 16.514, 21.725], [18.031, 15.795, 24.040], [18.403, 17.764, 23.673], [19.695, 16.656, 23.406], [18.641, 15.490, 21.525], [18.597, 17.231, 21.041], [16.496, 15.657, 22.122], [17.047, 15.916, 24.005], [8.417, 13.656, 15.835], [9.828, 14.047, 15.942], [10.333, 14.803, 14.792], [7.963, 13.053, 17.065], [8.416, 12.895, 15.098], [7.895, 14.529, 15.597], [10.504, 13.257, 16.331], [9.839, 14.871, 16.700], [10.899, 14.186, 14.220], [8.444, 13.438, 17.813], [11.838, 17.727, 16.557], [10.995, 18.026, 15.346], [11.781, 18.857, 14.427], [12.825, 16.780, 16.201], [11.227, 17.326, 17.359], [12.263, 18.704, 16.899], [10.183, 18.656, 15.680], [10.512, 17.141, 14.859], [11.659, 18.505, 13.535], [13.204, 17.177, 15.356], [17.217, 9.596, 19.974], [15.966, 10.162, 20.532], [14.914, 10.131, 19.577], [17.224, 8.153, 19.756], [18.076, 9.754, 20.661], [17.441, 10.001, 18.997], [16.092, 11.295, 20.742], [15.583, 9.846, 21.483], [14.754, 9.184, 19.439], [17.203, 7.743, 20.641], [7.224, 15.131, 20.297], [7.814, 13.741, 20.359], [8.962, 13.748, 19.516], [8.210, 16.080, 20.758], [6.411, 15.141, 21.011], [6.888, 15.367, 19.309], [7.052, 13.107, 19.964], [8.104, 13.527, 21.426], [9.466, 12.941, 19.632], [9.040, 15.894, 20.233], [17.773, 13.673, 16.981], [17.608, 12.607, 17.979], [16.926, 13.117, 19.144], [18.638, 14.679, 17.525], [16.828, 14.056, 16.536], [18.168, 13.281, 16.042], [18.625, 12.190, 18.190], [16.925, 11.814, 17.643], [17.402, 13.875, 19.448], [18.330, 15.560, 17.285]],
  "mulliken_charge": [-1.901, 1.843, -1.233, -0.114, -0.695, -0.760, 0.376, 0.502, 0.284, -0.533, 0.430, 0.467, 0.315, 0.299, 0.091, 0.315, 0.355, -0.960, 0.635, -0.732, -0.058, -0.611, -0.680, -0.154, 0.330, 0.439, 0.196, 0.231, 0.279, 0.028, 0.072, 0.358, 0.189, 0.229, -1.146, 2.375, -1.102, -0.058, -0.906, -0.787, -0.214, 0.186, 0.504, -1.193, 0.438, 0.479, 0.371, 0.384, 0.087, 0.295, 0.336, -1.255, 3.055, -0.812, -0.292, -0.766, 1.644, 0.335, 0.131, 0.272, -2.183, 0.323, 0.485, 0.244, 0.215, 0.299, -0.547, -0.434, 0.255, 0.595, -0.671, -0.353, -0.689, -0.523, 0.198, -0.696, -0.266, 0.419, -0.205, 0.763, 0.197, 0.376, 0.248, 0.234, 0.324, -1.152, 0.778, -1.119, -0.231, -0.842, -0.100, 0.327, -0.163, 0.554, 0.280, 0.541, 0.329, 0.221, 0.327, 0.285, 0.271, -0.387, -1.497, 0.261, -0.716, -0.396, -0.685, -0.529, 0.421, 0.360, 0.290, 0.320, 0.565, 0.300, 0.269, 0.257, 0.305, 0.245, 0.097, 1.220, 2.457, -0.950, -0.127, -1.533, -0.335, 0.200, -1.503, -0.780, -0.047, -0.695, 0.366, 0.379, 0.504, 0.216, -0.310, 0.573, -1.148, 0.327, -0.704, -0.500, 0.406, 0.439, -0.017, 0.241, 0.000, 0.368, -0.735, -0.103, 1.097, -0.480, 0.167, 0.393, 0.177, 0.384, -0.466, -0.055, -0.793, 0.774, -0.394, -0.654, 0.503, 0.321, -0.201, -0.032, 0.205, 0.386, -0.033, -0.671, -0.576, -0.149, 0.137, 0.009, 0.408, 0.179, 0.328, 0.229, -0.433, 0.271, -0.480, -0.583, 0.453, -0.084, -0.627, 0.711, 0.238, 0.341, -0.627, -0.403, 0.002, -0.429, 0.430, 0.282, 0.438, 0.289, 0.205, 0.170, -0.446, 0.619, -0.221, -0.694, -0.013, 0.548, 0.285, -0.709, 0.031, 0.446],
  "gap_ev": 9.0,
  "homo_ev": -8.72,
  "e_tot_ha": -3923.62207,
  "charge": 0,
  "e_above_lowest_kcal_mol": 57.32
}